[1]
Entry from the Open Molecules 2025 dataset: the molecule C20H24N4O3S (the ωB97M-V functional and the def2-TZVPD basis).

## Properties
DFT total energy (Eh): -1619.4839
Kohn-Sham gap (eV): 9.0
ΔE to the lowest compared entry with this formula, charge and spin (kcal/mol): 35.7

```
! RIJCOSX wB97M-V def2-TZVPD def2/J DEFGRID3
* xyz 0 1
C -1.274 1.553 -4.355
C -0.180 1.694 -3.303
C -0.591 2.599 -2.138
C -1.554 1.908 -1.176
C -2.030 2.809 -0.036
C -0.977 3.089 1.042
N -0.504 1.862 1.659
C 0.733 1.359 1.437
S 1.890 2.296 0.488
C 3.283 1.137 0.548
C 2.893 -0.304 0.235
O 3.446 -1.237 0.761
N 1.978 -0.411 -0.774
C 1.313 -1.566 -1.116
C 1.567 -2.901 -0.708
C 0.594 -3.616 -1.344
C 0.277 -5.064 -1.361
O -0.172 -2.784 -2.069
N 0.277 -1.511 -1.921
N 1.169 0.230 1.861
C 0.342 -0.565 2.601
C 0.788 -1.824 3.012
C -0.041 -2.618 3.771
C -1.314 -2.179 4.136
C -1.764 -0.942 3.733
C -0.943 -0.123 2.955
C -1.411 1.176 2.490
O -2.486 1.672 2.751
H -0.924 0.936 -5.179
H -2.157 1.080 -3.934
H -1.556 2.527 -4.749
H 0.710 2.114 -3.779
H 0.072 0.700 -2.924
H -1.064 3.501 -2.535
H 0.304 2.913 -1.597
H -2.434 1.584 -1.733
H -1.085 1.007 -0.772
H -2.888 2.346 0.454
H -2.354 3.770 -0.439
H -1.435 3.697 1.829
H -0.119 3.622 0.630
H 3.734 1.168 1.539
H 3.997 1.502 -0.192
H 1.586 0.432 -1.177
H 2.342 -3.236 -0.056
H -0.738 -5.229 -1.005
H 0.976 -5.600 -0.726
H 0.342 -5.449 -2.377
H 1.777 -2.138 2.718
H 0.298 -3.592 4.092
H -1.947 -2.814 4.736
H -2.746 -0.581 3.997
*
```

=====

[2]
Entry from the Open Molecules 2025 dataset: a structure of composition C29H29Br5N2O2ReSb2 (the ωB97M-V functional and the def2-TZVPD basis).

## Properties
DFT total energy (Eh): -14811.2770
Kohn-Sham gap (alpha / beta) (eV): 6.0 / 6.6
ΔE to the lowest compared entry with this formula, charge and spin (kcal/mol): 24.0

```
! RIJCOSX wB97M-V def2-TZVPD def2/J DEFGRID3
* xyz 0 2
Re -0.957 0.657 1.733
C -1.907 -0.313 -2.875
Sb -1.448 -0.769 -0.829
C -2.838 -2.372 -0.589
C 0.311 -2.019 -1.060
C 0.869 -2.091 -2.444
C 0.267 -2.943 -3.372
C 0.723 -3.041 -4.675
C 1.814 -2.286 -5.076
C 2.435 -1.449 -4.165
C 1.985 -1.330 -2.848
C 2.695 -0.392 -1.925
Sb 1.681 1.518 -1.755
C 2.362 2.222 -3.667
C 3.272 2.413 -0.620
H -1.858 -1.208 -3.494
H -1.209 0.429 -3.261
H -2.915 0.101 -2.909
H -2.816 -3.012 -1.472
H -3.844 -1.980 -0.443
H -2.569 -2.943 0.298
H -0.028 -3.004 -0.731
H 1.035 -1.671 -0.326
H -0.580 -3.543 -3.053
H 0.232 -3.710 -5.371
H 2.191 -2.361 -6.088
H 3.307 -0.881 -4.471
H 3.695 -0.170 -2.302
H 2.804 -0.792 -0.915
H 3.402 2.545 -3.607
H 1.745 3.053 -4.008
H 2.281 1.412 -4.392
H 4.235 2.083 -1.013
H 3.199 2.133 0.431
H 3.212 3.500 -0.697
Br -7.548 2.061 3.555
C -5.954 1.145 3.138
C -5.874 -0.240 3.264
Br -7.370 -1.230 3.847
C -4.688 -0.914 2.963
Br -4.493 -2.780 3.130
C -3.572 -0.205 2.528
O -2.408 -0.740 2.226
C -3.674 1.195 2.381
O -2.551 1.784 1.953
C -4.839 1.867 2.698
Br -4.847 3.736 2.488
Br -0.679 5.716 -1.118
C 0.019 4.644 0.259
C 1.025 5.107 1.086
C 1.510 4.254 2.064
C 0.967 2.992 2.190
N -0.001 2.547 1.375
C -0.464 3.358 0.417
H 1.420 6.107 0.965
H 2.295 4.569 2.736
H 1.290 2.303 2.956
H -1.231 2.957 -0.229
N 0.381 -0.386 2.010
C 1.243 -1.356 2.489
C 0.715 -2.457 3.167
C 1.573 -3.450 3.612
C 2.941 -3.350 3.390
C 3.459 -2.252 2.717
C 2.615 -1.251 2.260
H -0.354 -2.511 3.329
H 1.172 -4.307 4.137
H 3.604 -4.130 3.740
H 4.525 -2.176 2.543
H 3.004 -0.394 1.724
*
```

=====

[3]
Entry from the Open Molecules 2025 dataset: a cluster of 2 separate species, C7H16NO3S in total (the ωB97M-V functional and the def2-TZVPD basis).

## Properties
DFT total energy (Eh): -954.6811
Kohn-Sham gap (eV): 10.0
ΔE to the lowest compared entry with this formula, charge and spin (kcal/mol): 6.6

```
! RIJCOSX wB97M-V def2-TZVPD def2/J DEFGRID3
* xyz 1 1
C -0.847 -0.340 1.348
C -1.612 0.293 0.114
C -0.762 1.444 -0.572
C 0.623 -0.711 1.064
C 0.746 1.113 -0.483
C 0.944 -1.947 0.337
C -3.258 -1.057 -0.984
N 1.626 1.671 -1.297
O 1.272 0.337 0.370
O -0.827 2.676 0.050
O -1.865 -0.653 -0.937
S 4.152 0.150 0.286
H -0.761 0.307 2.197
H -1.343 -1.335 1.504
H -2.498 0.900 0.467
H -0.871 1.500 -1.645
H 1.126 -0.693 2.018
H 2.000 -2.034 0.376
H 0.552 -1.899 -0.622
H 0.549 -2.790 0.859
H -4.015 -0.271 -1.193
H -3.652 -1.683 -0.149
H -3.330 -1.683 -1.824
H 2.616 1.286 -1.143
H 1.381 2.529 -1.917
H 4.673 0.866 1.199
H -1.766 2.743 0.233
H 5.148 -0.718 0.345
*
```

=====

[4]
Entry from the Open Molecules 2025 dataset: a structure of composition C30H20Cl2F6N9O2S2SbTl (the ωB97M-V functional and the def2-TZVPD basis).

## Properties
DFT total energy (Eh): -4527.5473
Kohn-Sham gap (alpha / beta) (eV): 5.9 / 7.6
ΔE to the lowest compared entry with this formula, charge and spin (kcal/mol): 60.4

```
! RIJCOSX wB97M-V def2-TZVPD def2/J DEFGRID3
* xyz -2 2
Tl -0.082 -0.145 0.567
S 1.274 -3.357 -0.089
C -0.301 -3.905 0.444
C -1.516 -4.164 -0.158
C -2.531 -4.633 0.671
C -3.792 -5.004 0.088
N -4.788 -5.330 -0.386
C -2.326 -4.790 2.062
C -1.096 -4.523 2.653
C -0.085 -4.112 1.804
S 1.599 -3.704 1.978
C -3.416 -5.241 2.886
N -4.290 -5.613 3.535
H -1.683 -3.994 -1.212
H -0.942 -4.605 3.720
N -0.385 1.375 3.875
C -1.138 2.271 3.276
N -1.618 3.322 3.974
C -2.400 4.128 3.282
N -2.898 5.222 3.939
N -2.756 4.001 1.995
C -2.205 2.943 1.396
N -1.392 2.075 1.953
C -2.580 2.722 -0.042
C -3.408 3.629 -0.690
C -3.784 3.364 -1.998
C -3.323 2.211 -2.606
C -2.488 1.366 -1.886
N -2.117 1.620 -0.634
H -0.212 1.403 4.867
H -0.231 0.466 3.432
H -2.861 5.177 4.942
H -3.695 5.661 3.514
H -3.742 4.506 -0.157
H -4.434 4.049 -2.528
H -3.594 1.955 -3.621
H -2.113 0.452 -2.333
Cl 3.801 0.006 -4.533
C 4.312 -0.419 -2.924
C 5.236 -1.447 -2.805
C 5.777 -1.764 -1.574
C 5.424 -1.013 -0.461
C 4.492 -0.004 -0.587
Cl 4.138 0.976 0.795
C 3.849 0.288 -1.808
N 2.891 1.283 -1.806
C 1.831 1.601 -2.688
C 1.642 2.972 -2.886
C 0.664 3.452 -3.733
C -0.130 2.552 -4.427
C 0.039 1.196 -4.220
C 0.978 0.680 -3.321
C 0.947 -0.819 -3.111
C -0.498 -1.306 -2.762
O -1.293 -1.307 -3.717
O -0.758 -1.673 -1.580
H 5.537 -1.978 -3.698
H 6.494 -2.569 -1.482
H 5.858 -1.204 0.512
H 3.032 1.962 -1.073
H 2.297 3.662 -2.366
H 0.534 4.520 -3.858
H -0.889 2.906 -5.114
H -0.608 0.482 -4.715
H 1.649 -1.167 -2.360
H 1.172 -1.298 -4.067
F -0.047 -1.226 2.881
Sb 1.442 -1.627 4.749
F 2.832 -3.115 4.392
F 0.287 -3.183 5.047
F 2.146 -1.784 6.527
F -0.014 -0.656 5.618
F 2.281 0.229 4.644
*
```